Entry a
{
  "formula": "C8H17NO2S",
  "method": "ωB97M-V with the def2-TZVPD basis set",
  "species": ["C", "C", "C", "C", "C", "C", "C", "C", "N", "O", "O", "S", "H", "H", "H", "H", "H", "H", "H", "H", "H", "H", "H", "H", "H", "H", "H", "H", "H"],
  "xyz": [[2.11463, -0.19421, 0.87186], [-1.36078, 2.87534, 2.24621], [-1.05390, -0.35423, 1.73307], [-0.97469, -1.40837, -2.39774], [1.45482, -1.69663, -3.17823], [-0.10375, 2.16466, 1.84493], [-0.53950, 0.94495, 1.05781], [0.49502, -1.92956, -2.02381], [0.70738, -2.58506, -0.99435], [0.51128, -3.02757, 0.12322], [1.26496, 1.29595, -1.04466], [0.84008, 0.17018, -0.17502], [2.77940, 0.59542, 1.01557], [1.97849, -1.07491, 1.45651], [-1.26699, 3.78889, 2.88621], [-2.04068, 3.22012, 1.52097], [-2.02249, 2.27877, 2.88857], [-0.71010, -1.19146, 1.19367], [-0.80881, -0.46115, 2.80640], [-2.11572, -0.40947, 1.73308], [-1.20654, -1.96488, -3.29817], [-1.63487, -1.60472, -1.58316], [-0.76646, -0.38295, -2.60598], [2.35726, -2.19801, -2.85397], [0.90769, -2.05337, -3.99895], [1.56530, -0.61607, -3.18731], [0.39555, 2.73705, 1.18104], [0.49830, 1.87914, 2.60738], [-1.26487, 1.20216, 0.17484]],
  "lowdin_charge": [-0.141, -0.104, -0.106, -0.002, -0.010, -0.240, -0.373, -0.412, -0.106, 0.008, -0.518, 0.842, 0.017, 0.024, 0.089, 0.058, 0.079, 0.010, 0.096, 0.062, 0.073, 0.065, 0.058, 0.088, 0.061, 0.079, 0.073, 0.085, 0.142],
  "mol_weight_g_mol": 191.30,
  "homo_lumo_gap_ev": [8.32, 7.27],
  "homo_ev": [-8.03, -8.22]
}



Entry b
{
  "formula": "C8H17NO2S",
  "method": "ωB97M-V with the def2-TZVPD basis set",
  "species": ["C", "C", "C", "C", "N", "C", "C", "C", "S", "O", "O", "C", "H", "H", "H", "H", "H", "H", "H", "H", "H", "H", "H", "H", "H", "H", "H", "H", "H"],
  "xyz": [[-3.16679, 1.95856, 0.08189], [-3.46706, 0.37070, -0.03453], [-2.16229, -0.43560, -0.37432], [-1.22143, -0.61007, 0.74444], [0.01866, -1.38640, 0.57701], [1.06695, -0.58256, -0.07795], [2.27168, -1.46986, -0.37004], [3.49995, -0.70742, -0.65689], [3.19547, 0.86124, 0.14223], [3.26627, 1.89753, -1.02488], [4.08969, 0.73021, 1.38196], [1.48383, 0.58455, 0.76249], [-2.39622, 2.12354, -0.87883], [-2.95088, 2.28367, 1.13219], [-4.12362, 2.48637, -0.16508], [-4.14183, 0.15445, -0.99488], [-4.05280, -0.08421, 0.68479], [-1.76974, 0.28563, -1.18710], [-2.46158, -1.42794, -0.87459], [-1.05375, 0.45715, 1.13792], [-1.80227, -1.06383, 1.56180], [-0.13370, -2.12479, -0.23402], [0.43791, 0.06277, -0.93974], [2.00003, -2.09030, -1.35438], [2.66216, -2.08465, 0.52095], [3.71432, -0.67333, -1.80243], [4.40705, -1.02789, -0.18393], [0.99697, 1.51561, 0.69321], [1.79301, -0.00312, 1.73268]],
  "lowdin_charge": [-0.104, -0.256, -0.271, -0.283, -0.038, -0.466, -0.213, -0.288, 0.830, -0.400, -0.395, -0.188, 0.127, 0.065, 0.054, 0.135, 0.055, 0.101, 0.131, 0.133, 0.120, 0.159, 0.192, 0.164, 0.158, 0.145, 0.086, 0.089, 0.159],
  "smiles": "CCCCN[C@@H]1CCS(=O)(=O)C1",
  "mol_weight_g_mol": 191.30,
  "homo_lumo_gap_ev": 10.25,
  "homo_ev": -9.60
}



Of them, entry a has the lowest stability.



Entry a
{
  "formula": "C5H15NO",
  "method": "ωB97M-V with the def2-TZVPD basis set",
  "species": ["C", "C", "C", "C", "C", "N", "H", "H", "H", "H", "H", "H", "H", "H", "H", "H", "H", "H", "H", "H", "H", "O"],
  "xyz": [[2.07567, 0.68630, 0.07760], [0.63622, 0.14118, -0.25496], [-0.50121, 1.11854, -0.03696], [-1.79352, 0.56827, -0.66046], [-0.69832, 1.49855, 1.42408], [0.53183, -1.04876, 0.52392], [2.43135, 0.37532, 1.06328], [1.97141, 1.77513, 0.13642], [2.81832, 0.40758, -0.66926], [0.64859, -0.16830, -1.29397], [-0.26318, 2.01268, -0.60809], [-1.70650, 0.49275, -1.74905], [-2.07053, -0.37553, -0.20774], [-2.61314, 1.24156, -0.46176], [0.25743, 1.77827, 1.89077], [-1.18901, 0.70545, 1.98049], [-1.28259, 2.42177, 1.46886], [0.28229, -0.88041, 1.51095], [1.37309, -1.62649, 0.50353], [-0.69164, -4.28783, -1.89262], [-0.03710, -2.98278, -1.56755], [-0.17944, -3.85327, -1.17747]],
  "mulliken_spin": [0.184, 0.005, 0.002, 0.010, -0.002, 0.783, 0.005, 0.014, -0.006, 0.028, -0.002, 0.001, 0.002, -0.001, 0.001, 0.001, 0.000, -0.014, -0.013, 0.000, 0.000, 0.003],
  "mol_weight_g_mol": 105.18,
  "multiplicity": 2,
  "total_charge": 1,
  "homo_lumo_gap_ev": [11.77, 6.61],
  "homo_ev": [-14.97, -14.96]
}



Entry b
{
  "formula": "C5H15NO",
  "method": "ωB97M-V with the def2-TZVPD basis set",
  "species": ["C", "N", "C", "C", "C", "C", "H", "H", "H", "H", "H", "H", "H", "H", "H", "H", "H", "H", "H", "H", "H", "O"],
  "xyz": [[-0.50312, 1.37077, -1.18335], [0.48781, 0.99612, -0.16564], [-0.10316, 0.98869, 1.15337], [0.26977, -1.47089, -0.51497], [1.20262, -0.23790, -0.50281], [2.41793, -0.51718, 0.37524], [-0.00262, 1.52030, -2.13565], [-0.97983, 2.26369, -0.78334], [-1.26146, 0.58556, -1.26244], [-0.27273, 2.02514, 1.45655], [-1.06049, 0.49713, 1.12039], [0.49315, 0.54416, 1.94341], [0.88734, -2.36020, -0.55853], [-0.32583, -1.54242, 0.39350], [-0.34301, -1.49880, -1.39013], [1.52438, -0.10011, -1.53534], [2.91670, -1.39425, -0.02918], [2.20820, -0.77161, 1.41778], [3.05002, 0.36648, 0.43522], [-2.98189, -0.71056, 1.05738], [-4.14835, 0.04855, 0.46193], [-3.47542, -0.60267, 0.24661]],
  "mulliken_spin": [0.010, 0.743, 0.000, 0.091, 0.003, 0.026, 0.007, 0.006, 0.041, 0.016, 0.054, 0.004, -0.004, 0.001, 0.002, 0.004, -0.001, 0.000, -0.007, 0.000, 0.000, 0.004],
  "mol_weight_g_mol": 105.18,
  "multiplicity": 2,
  "total_charge": 1,
  "homo_lumo_gap_ev": [12.46, 7.69],
  "homo_ev": [-15.20, -15.21]
}



Of them, entry a has the lowest stability.



Entry a
{
  "formula": "C4H9N3O2",
  "method": "ωB97M-V with the def2-TZVPD basis set",
  "species": ["H", "N", "C", "N", "C", "N", "C", "C", "O", "O", "H", "H", "H", "H", "H", "H", "H", "H"],
  "xyz": [[-0.45090, -1.10361, 1.50923], [-1.17555, -1.47747, 0.91563], [-1.51497, -0.51449, 0.09742], [-2.53601, -0.66724, -0.78598], [-0.91000, 0.84240, 0.18583], [0.46460, 0.84623, 0.69247], [1.57180, 0.73888, -0.23239], [2.47350, -0.48014, -0.17606], [3.66746, -0.53829, -0.20300], [1.83806, -1.63638, 0.04906], [-3.01790, -1.52388, -0.80380], [-2.84561, 0.14034, -1.37645], [-1.57580, 1.48471, 0.79218], [-0.90800, 1.38519, -0.82041], [0.63394, 1.60603, 1.38933], [2.26667, 1.60651, -0.04703], [1.16344, 0.76961, -1.28649], [0.85527, -1.47838, 0.10045]],
  "lowdin_charge": [0.025, 0.103, -0.505, 0.125, -0.181, -0.085, -0.132, -0.537, 0.111, 0.095, 0.084, 0.126, 0.135, 0.129, 0.141, 0.143, 0.145, 0.077],
  "smiles": "[H]/N=C(/N)CNCC(=O)O",
  "mol_weight_g_mol": 131.13,
  "homo_lumo_gap_ev": 10.08,
  "homo_ev": -9.63
}



Entry b
{
  "formula": "C4H9N3O2",
  "method": "ωB97M-V with the def2-TZVPD basis set",
  "species": ["C", "C", "O", "C", "N", "C", "O", "N", "N", "H", "H", "H", "H", "H", "H", "H", "H", "H"],
  "xyz": [[1.36573, -0.13469, -1.65611], [0.74282, 0.60588, -0.49628], [1.02190, 1.76390, -0.21698], [0.32638, -0.38046, 0.72832], [0.68669, 0.30415, 1.93630], [-1.13087, -0.41749, 0.46123], [-1.70690, -1.62376, 0.41170], [-1.91358, 0.73690, 0.50575], [-1.37685, 0.65000, -0.84371], [0.81478, -1.04660, -1.88806], [2.38096, -0.41679, -1.37793], [1.38617, 0.51391, -2.53156], [0.78677, -1.36309, 0.61323], [1.63403, 0.02211, 2.20862], [0.31985, 0.43963, 2.86855], [-2.61539, -1.50815, 0.09234], [-1.45239, 1.50851, 0.98795], [-1.27010, 0.34602, -1.80337]],
  "lowdin_charge": [-0.023, -0.484, 0.013, -0.250, 0.046, -0.447, 0.097, 0.088, 0.024, 0.078, 0.091, 0.085, 0.145, 0.089, 0.085, 0.126, 0.121, 0.114],
  "smiles": "CC(=O)[C@@H](N)C1(O)NN1",
  "mol_weight_g_mol": 131.14,
  "homo_lumo_gap_ev": 8.89,
  "homo_ev": -8.23
}



Entry c
{
  "formula": "C4H9N3O2",
  "method": "ωB97M-V with the def2-TZVPD basis set",
  "species": ["C", "C", "C", "C", "N", "N", "N", "O", "O", "H", "H", "H", "H", "H", "H", "H", "H", "H"],
  "xyz": [[1.22866, 2.35409, -0.25339], [0.05343, -1.07639, -1.38546], [-1.34507, -0.66108, 0.47970], [0.91634, -1.29255, 0.83457], [1.48612, 1.73581, 0.78512], [-0.15800, -1.06630, -0.07173], [-2.40354, -0.20691, -0.27132], [-2.45297, -0.11022, -1.49265], [-3.39727, 0.08042, 0.46649], [1.91057, 2.05844, -1.17675], [0.50010, 3.20712, -0.50062], [-0.71602, -0.88818, -2.13013], [1.01329, -1.39152, -1.84610], [-1.74941, -0.73298, 1.49864], [1.56215, -2.10609, 0.60548], [1.70222, -0.57770, 0.87058], [0.74352, -1.43970, 1.92775], [1.10586, 2.11373, 1.65981]],
  "lowdin_charge": [-0.173, 0.090, -0.074, -0.069, 0.002, -0.153, -0.412, 0.005, -0.045, 0.092, 0.089, 0.071, 0.102, 0.147, 0.085, 0.055, 0.123, 0.064],
  "mol_weight_g_mol": 131.14,
  "homo_lumo_gap_ev": [7.77, 7.77],
  "homo_ev": [-8.04, -8.04]
}



Of them, entry c has the lowest stability.



Entry a
{
  "formula": "C4H9N3O2",
  "method": "ωB97M-V with the def2-TZVPD basis set",
  "species": ["H", "N", "C", "C", "O", "N", "O", "C", "C", "N", "H", "H", "H", "H", "H", "H", "H", "H"],
  "xyz": [[4.68702, -0.02541, -0.65802], [3.64211, -0.25223, -0.42782], [3.00260, 0.76878, -0.14500], [1.39071, 0.39834, 0.41144], [0.97362, 1.35390, 1.10830], [0.44525, -0.71862, 0.10299], [0.90791, -1.93897, -0.16174], [-0.89538, -0.62271, 0.74964], [-2.03144, -0.23719, -0.30683], [-1.96272, 1.19654, -0.71887], [3.22285, 1.86128, -0.04250], [0.99097, -1.85617, -1.12372], [-0.96911, 0.10911, 1.53799], [-1.09165, -1.60378, 1.14320], [-2.16421, -0.74916, -1.32901], [-2.92898, -0.34320, 0.25197], [-2.26295, 1.86821, -0.06774], [-0.99392, 1.48150, -1.03749]],
  "lowdin_charge": [0.102, 0.066, -0.133, -0.229, -0.027, -0.181, 0.006, -0.114, -0.225, -0.031, 0.118, 0.122, 0.104, 0.106, 0.126, 0.079, 0.032, 0.081],
  "smiles": "[H]/N=C/C(=O)N(O)CCN",
  "mol_weight_g_mol": 131.14,
  "homo_lumo_gap_ev": 9.51,
  "homo_ev": -8.75
}



Entry b
{
  "formula": "C4H9N3O2",
  "method": "ωB97M-V with the def2-TZVPD basis set",
  "species": ["C", "C", "N", "C", "C", "N", "O", "N", "O", "H", "H", "H", "H", "H", "H", "H", "H", "H"],
  "xyz": [[0.75551, 0.46325, -0.14865], [1.68620, 0.55744, -1.34752], [-1.19625, -0.43142, 0.91227], [-0.82744, 0.02724, -0.51753], [1.02941, -0.53287, 0.81286], [-1.85554, 0.56492, 1.69463], [-0.69376, -1.22474, -1.22364], [1.60216, -1.36015, 1.44335], [-1.52138, 0.92248, -1.04741], [-1.24170, -1.10191, -2.00904], [-1.81686, -1.23381, 0.83831], [0.61082, 1.41898, 0.35850], [-1.14560, 1.10889, 2.17308], [-2.32349, 1.19247, 1.03627], [1.25560, -2.13479, 1.98915], [1.21172, 1.22741, -2.06651], [2.66699, 0.95612, -1.08457], [1.80359, -0.41949, -1.81355]],
  "lowdin_charge": [-0.237, -0.035, -0.070, -0.740, -0.042, 0.017, -0.003, 0.273, -0.047, 0.102, 0.116, 0.155, 0.063, 0.073, 0.120, 0.092, 0.079, 0.084],
  "mol_weight_g_mol": 131.14,
  "homo_lumo_gap_ev": 8.68,
  "homo_ev": -8.50
}



Of them, entry a has the lowest stability.



Entry a
{
  "formula": "C2H5NS",
  "method": "ωB97M-V with the def2-TZVPD basis set",
  "species": ["C", "N", "S", "C", "H", "H", "H", "H", "H"],
  "xyz": [[2.27520, 0.08551, -0.09350], [0.73527, -0.21313, 0.15202], [-0.36677, 0.97480, 0.05943], [-1.84088, -0.09964, 0.14814], [2.84001, -0.77268, -0.00916], [2.72755, 0.91128, -0.61983], [-2.07257, -0.55867, -0.81422], [-2.68678, 0.62882, 0.44758], [-1.61103, -0.95629, 0.72955]],
  "lowdin_charge": [-0.012, -0.454, 0.757, -0.392, -0.017, 0.022, 0.024, 0.062, 0.009],
  "smiles": "C=NSC",
  "mol_weight_g_mol": 75.14,
  "homo_lumo_gap_ev": [8.32, 8.21],
  "homo_ev": [-8.30, -8.07]
}



Entry b
{
  "formula": "C2H5NS",
  "method": "ωB97M-V with the def2-TZVPD basis set",
  "species": ["C", "C", "N", "S", "H", "H", "H", "H", "H"],
  "xyz": [[1.51198, -0.01288, -0.03693], [-0.09516, 0.23045, 0.13235], [-1.13220, -0.56676, 0.15612], [-2.63562, 0.16698, -0.00946], [1.88142, -0.89649, 0.63287], [1.86018, -0.14415, -1.16512], [2.05278, 0.87826, 0.25812], [-0.27488, 1.30423, -0.00288], [-3.16852, -0.95965, 0.03493]],
  "lowdin_charge": [-0.085, -0.309, -0.421, 0.739, 0.086, 0.099, 0.029, 0.068, -0.207],
  "smiles": "C/C=N/S",
  "mol_weight_g_mol": 75.14,
  "homo_lumo_gap_ev": 9.75,
  "homo_ev": -8.86
}



Of them, entry a has the lowest stability.



Entry a
{
  "formula": "C2H6S2",
  "method": "ωB97M-V with the def2-TZVPD basis set",
  "species": ["S", "C", "C", "S", "H", "H", "H", "H", "H", "H"],
  "xyz": [[1.96228, 0.53294, 0.86435], [0.64160, -0.16996, -0.28210], [-0.69315, 0.23914, 0.22854], [-2.05912, -0.36900, -0.78831], [1.42182, 0.24199, 2.03030], [0.82492, -1.24530, -0.26436], [0.94689, 0.23586, -1.23446], [-0.88435, 1.23821, -0.00056], [-0.85423, -0.01366, 1.25192], [-1.30666, -0.69022, -1.80532]],
  "lowdin_charge": [0.672, -0.588, -0.661, 0.712, -0.177, 0.067, 0.062, 0.025, 0.059, -0.171],
  "smiles": "SCCS",
  "mol_weight_g_mol": 94.20,
  "homo_lumo_gap_ev": 9.97,
  "homo_ev": -9.17
}



Entry b
{
  "formula": "C2H6S2",
  "method": "ωB97M-V with the def2-TZVPD basis set",
  "species": ["C", "C", "H", "H", "H", "H", "S", "S", "H", "H"],
  "xyz": [[-0.67851, 1.31801, -0.74623], [-0.56616, 0.03473, -1.07876], [-1.58463, 1.88692, -0.90318], [0.20367, 1.81625, -0.36706], [-1.45715, -0.53041, -1.33220], [0.39262, -0.37132, -1.36731], [1.80424, -0.20718, 1.22181], [0.46507, -1.08128, 2.56989], [1.76821, -1.17869, 0.31030], [-0.34737, -1.68704, 1.69274]],
  "lowdin_charge": [-0.084, -0.129, 0.049, 0.026, 0.047, 0.026, 0.241, 0.237, -0.201, -0.212],
  "smiles": "C=C.SS",
  "mol_weight_g_mol": 94.20,
  "homo_lumo_gap_ev": 8.93,
  "homo_ev": -8.65
}



Entry c
{
  "formula": "C2H6S2",
  "method": "ωB97M-V with the def2-TZVPD basis set",
  "species": ["C", "C", "H", "H", "H", "H", "S", "S", "H", "H"],
  "xyz": [[1.65596, -1.19093, -1.12620], [0.88115, -0.13167, -1.07204], [2.31324, -1.47794, -0.30342], [1.60029, -1.96942, -1.86515], [0.96397, 0.57196, -0.24465], [0.18306, 0.19406, -1.83571], [-2.15309, 0.12049, 1.00941], [-1.24691, 1.42889, 2.34166], [-3.30905, 0.12349, 1.68125], [-0.88862, 2.33107, 1.41484]],
  "lowdin_charge": [-0.080, -0.104, 0.051, 0.040, 0.036, 0.049, 0.219, 0.219, -0.218, -0.213],
  "smiles": "C=C.SS",
  "mol_weight_g_mol": 94.20,
  "homo_lumo_gap_ev": 9.38,
  "homo_ev": -9.05
}



Of them, entry b has the lowest stability.